{"formula": "C5H14O", "method": "the ωB97M-V functional and the def2-TZVPD basis", "species": ["C", "C", "C", "H", "H", "H", "H", "H", "H", "H", "H", "C", "C", "O", "H", "H", "H", "H", "H", "H"], "coordinates": [[0.134, 0.882, -1.985], [0.205, -0.546, -1.438], [-0.793, -1.643, -1.532], [-0.036, 1.527, -1.082], [1.127, 1.382, -2.361], [-0.640, 0.799, -2.697], [0.677, -0.584, -0.376], [1.085, -0.801, -2.033], [-1.429, -1.504, -2.501], [-1.556, -1.526, -0.727], [-0.434, -2.739, -1.510], [-0.344, -0.379, 2.026], [0.658, 0.715, 1.691], [0.438, 1.558, 2.908], [-1.373, -0.113, 1.651], [-0.431, -0.179, 3.102], [0.001, -1.271, 1.710], [1.757, 0.479, 1.742], [0.489, 1.453, 0.929], [0.466, 2.490, 2.481]], "lowdin_charge": [-0.1136, -0.3701, -0.1441, 0.0492, 0.1108, 0.0468, 0.0945, 0.0882, 0.0953, 0.0606, 0.0986, -0.0819, -0.2778, -0.1748, 0.1037, 0.0817, 0.0225, 0.1266, 0.0697, 0.1139], "de_lowest_kcal_mol": 65.9, "e_homo_ev": -10.2, "max_force_ev_per_a": 5.24, "total_charge": 0, "gap_ev": 11.0, "smiles": "CCC.CCO"}

{"formula": "C35H20BF11N2O9PS", "method": "the ωB97M-V functional and the def2-TZVPD basis", "species": ["O", "C", "F", "N", "C", "O", "F", "P", "N", "C", "S", "O", "B", "O", "O", "C", "F", "F", "C", "F", "F", "C", "F", "F", "C", "F", "F", "F", "H", "H", "H", "H", "C", "C", "C", "C", "C", "C", "C", "O", "C", "C", "C", "C", "C", "C", "C", "O", "H", "H", "H", "H", "H", "H", "H", "H", "C", "C", "C", "C", "C", "C", "C", "O", "C", "C", "C", "C", "C", "C", "C", "O", "H", "H", "H", "H", "H", "H", "H", "H"], "coordinates": [[-4.810, 4.890, -0.187], [-4.270, 4.013, 0.389], [-4.618, 3.752, 1.658], [-3.230, 3.225, -0.187], [-2.112, 3.394, 0.681], [-1.090, 3.860, 0.310], [-2.219, 3.064, 1.975], [-3.866, 1.449, -0.313], [-4.625, 1.754, -1.946], [-4.332, 2.692, -2.619], [-3.809, 3.833, -3.593], [-4.418, -0.197, -0.355], [-5.312, -0.478, 0.644], [-4.955, -0.581, 1.982], [-6.638, -0.679, 0.282], [-2.258, 0.784, -1.161], [-1.413, 1.720, -1.668], [-2.667, 0.109, -2.269], [-1.408, -0.264, -0.369], [-1.689, -0.385, 0.938], [-1.626, -1.492, -0.890], [0.141, -0.105, -0.495], [0.639, -1.211, 0.119], [0.555, -0.187, -1.759], [0.805, 1.120, 0.192], [2.048, 0.743, 0.592], [0.981, 2.120, -0.654], [0.156, 1.546, 1.262], [-5.119, 1.868, 0.264], [-3.379, 1.221, 1.004], [-5.281, 0.201, 2.441], [-6.617, -1.150, -0.558], [3.940, -3.047, -3.118], [2.795, -2.317, -2.818], [2.091, -1.682, -3.826], [2.535, -1.766, -5.140], [3.699, -2.482, -5.439], [4.392, -3.129, -4.424], [4.219, -2.549, -6.831], [5.227, -3.174, -7.094], [3.477, -1.820, -7.898], [3.974, -1.823, -9.195], [3.289, -1.162, -10.199], [2.098, -0.501, -9.914], [1.601, -0.491, -8.622], [2.292, -1.142, -7.609], [1.758, -1.093, -6.217], [0.721, -0.516, -5.973], [4.484, -3.549, -2.328], [2.449, -2.244, -1.795], [1.200, -1.123, -3.597], [5.285, -3.692, -4.659], [4.898, -2.340, -9.414], [3.680, -1.161, -11.208], [1.560, 0.011, -10.701], [0.678, 0.025, -8.395], [0.192, 1.345, 10.195], [-1.050, 0.754, 9.988], [-1.328, 0.122, 8.789], [-0.369, 0.086, 7.785], [0.870, 0.697, 7.984], [1.150, 1.317, 9.196], [1.897, 0.710, 6.904], [2.976, 1.238, 7.085], [1.563, 0.068, 5.606], [2.484, 0.117, 4.568], [2.193, -0.489, 3.357], [0.984, -1.148, 3.179], [0.056, -1.196, 4.206], [0.338, -0.583, 5.421], [-0.679, -0.615, 6.506], [-1.736, -1.192, 6.360], [0.411, 1.832, 11.136], [-1.802, 0.787, 10.766], [-2.291, -0.343, 8.626], [2.115, 1.780, 9.350], [3.424, 0.632, 4.708], [2.907, -0.446, 2.548], [0.767, -1.622, 2.237], [-0.889, -1.703, 4.066]], "lowdin_charge": [0.1695, -0.5807, 0.1037, -0.0318, -0.5538, 0.1645, 0.1117, 0.7270, -0.0084, -0.8772, 0.6366, -0.0971, -0.9211, 0.1506, 0.1566, -0.4133, 0.0825, 0.0651, -0.3613, 0.1331, 0.1374, -0.3326, 0.1078, 0.1592, -0.5333, 0.1356, 0.1883, 0.1930, 0.0579, 0.0436, 0.1045, 0.0990, -0.0557, -0.0426, 0.0098, -0.0731, -0.0868, -0.0082, -0.2789, 0.0961, -0.0839, -0.0081, -0.0649, -0.0608, -0.0006, -0.0795, -0.2753, 0.1249, 0.1055, 0.1010, 0.1054, 0.1170, 0.1174, 0.1035, 0.1053, 0.1223, -0.0653, -0.0635, -0.0040, -0.0801, -0.0822, -0.0070, -0.2784, 0.0983, -0.0843, 0.0043, -0.0537, -0.0480, 0.0173, -0.0793, -0.2770, 0.1103, 0.1034, 0.1041, 0.1196, 0.1178, 0.1193, 0.1021, 0.0940, 0.1257], "e_homo_ev": -6.0, "max_force_ev_per_a": 2.41, "total_charge": -1, "gap_ev": 6.6}

{"formula": "C3H6NO3", "method": "the ωB97M-V functional and the def2-TZVPD basis", "species": ["O", "C", "C", "H", "H", "H", "H", "N", "C", "O", "O", "H", "H"], "coordinates": [[0.064, -3.113, -0.100], [-0.071, -1.902, -0.252], [0.531, -1.122, -1.437], [-0.380, -1.238, 0.632], [0.948, -1.873, -2.191], [1.285, -0.451, -0.988], [-0.246, -0.539, -1.917], [-0.503, 2.237, 1.575], [-0.220, 1.127, 0.730], [0.908, 0.541, 0.922], [-1.074, 0.853, -0.159], [0.208, 2.927, 1.781], [-1.449, 2.552, 1.403]], "lowdin_charge": [-0.0470, -0.2950, -0.0882, 0.1051, 0.0794, 0.0622, 0.0477, 0.0736, -0.8082, -0.1379, -0.1053, 0.0589, 0.0548], "de_lowest_kcal_mol": 28.1, "e_homo_ev": -4.4, "max_force_ev_per_a": 2.06, "total_charge": -1, "gap_ev": 8.6}

{"formula": "C23H34N2O3", "method": "the ωB97M-V functional and the def2-TZVPD basis", "species": ["C", "C", "C", "C", "C", "C", "C", "O", "N", "C", "C", "C", "C", "C", "O", "N", "C", "C", "C", "C", "C", "C", "C", "C", "C", "O", "C", "C", "H", "H", "H", "H", "H", "H", "H", "H", "H", "H", "H", "H", "H", "H", "H", "H", "H", "H", "H", "H", "H", "H", "H", "H", "H", "H", "H", "H", "H", "H", "H", "H", "H", "H"], "coordinates": [[-0.861, -6.987, -1.009], [-0.481, -6.360, 0.329], [-0.683, -4.836, 0.414], [-1.841, -4.502, 1.348], [0.562, -3.980, 0.766], [0.124, -2.930, -0.272], [1.197, -2.399, -1.189], [2.153, -3.072, -1.548], [1.010, -1.145, -1.648], [0.009, -0.101, -1.436], [0.911, 0.832, -2.303], [1.503, 2.028, -1.583], [0.372, 3.061, -1.738], [-0.591, 3.010, -0.551], [-1.719, 2.534, -0.628], [-0.126, 3.513, 0.602], [-0.917, 3.547, 1.837], [-1.805, 4.770, 1.640], [-0.717, 5.856, 1.490], [0.589, 5.592, 1.313], [1.088, 4.171, 0.973], [1.629, 3.246, 2.143], [0.757, 1.945, 2.343], [-0.818, 2.135, 2.379], [-0.308, 2.619, -3.047], [0.307, 1.386, -3.443], [1.815, -0.379, -2.591], [-0.787, -4.017, -0.902], [-0.805, -8.075, -0.953], [-1.881, -6.722, -1.298], [-0.194, -6.666, -1.809], [-1.058, -6.841, 1.123], [0.567, -6.592, 0.537], [-2.011, -3.425, 1.413], [-2.767, -4.966, 0.999], [-1.636, -4.873, 2.355], [0.661, -3.650, 1.802], [1.486, -4.454, 0.436], [-0.457, -2.120, 0.168], [-0.959, -0.303, -1.898], [-0.135, 0.195, -0.395], [1.771, 1.815, -0.548], [2.399, 2.353, -2.114], [0.766, 4.074, -1.818], [-0.263, 3.998, 2.574], [-2.422, 5.016, 2.507], [-2.457, 4.694, 0.768], [-1.023, 6.888, 1.627], [1.308, 6.403, 1.332], [1.807, 4.224, 0.156], [2.649, 2.928, 1.921], [1.687, 3.815, 3.073], [1.097, 1.457, 3.258], [1.003, 1.258, 1.532], [-1.195, 2.064, 3.400], [-1.319, 1.386, 1.767], [-1.374, 2.470, -2.875], [-0.163, 3.332, -3.857], [2.862, -0.275, -2.304], [1.745, -0.738, -3.619], [-0.272, -4.495, -1.733], [-1.786, -3.711, -1.218]], "lowdin_charge": [-0.1032, -0.1936, -0.4787, -0.0480, -0.0711, -0.1894, -0.4269, 0.0623, -0.0100, -0.0197, -0.4177, -0.0437, -0.1558, -0.4090, 0.0631, -0.0384, -0.2850, -0.0820, -0.0539, -0.0263, -0.2413, -0.1026, -0.1337, -0.0862, -0.1070, -0.0471, -0.0114, -0.0655, 0.0697, 0.0782, 0.0682, 0.1031, 0.1092, 0.0816, 0.0870, 0.0849, 0.1158, 0.1149, 0.1284, 0.1406, 0.1092, 0.1177, 0.1356, 0.1449, 0.1078, 0.1171, 0.1127, 0.0996, 0.1015, 0.1356, 0.1058, 0.1104, 0.1056, 0.0832, 0.1106, 0.1002, 0.1206, 0.1267, 0.1300, 0.1363, 0.1112, 0.1177], "de_lowest_kcal_mol": 97.6, "e_homo_ev": -9.1, "max_force_ev_per_a": 0.20, "total_charge": 0, "gap_ev": 9.7, "smiles": "CC[C@]1(C)C[C@H](C(=O)N2CC3(C[C@H](C(=O)N4[C@H]5CC=C[C@H]4CCC5)CO3)C2)C1"}